C2H10N2O3 | ωB97M-V/def2-TZVPD

Calculated values
- structure (SMILES) = NCC(N)=O.O.O
- frontier orbital gap (eV) = 10.798
- molecular weight (g mol⁻¹) = 110.11
- charge = 0

```
17
Properties=species:S:1:pos:R:3:forces:R:3
N 0.654233 -0.611709 1.042781 -0.2538 -0.4638 -0.1479
C 0.680309 -1.128532 -0.335153 0.0399 -0.8700 -0.7059
C -0.040885 -0.239581 -1.346831 -0.1010 0.9865 0.8506
N 0.291865 1.085350 -1.276980 -0.7495 -1.8059 -0.7203
O -1.000024 -0.618181 -1.997974 -0.0380 -0.3429 0.2443
H 1.085875 -1.360244 1.573187 0.2547 0.1405 0.3101
H -0.310436 -0.652251 1.355493 -0.2392 0.3279 0.0167
H 0.181555 -2.103340 -0.446540 0.1743 0.1233 0.1183
H 1.729011 -1.279578 -0.590154 0.0761 0.1124 -0.2713
H 1.245796 1.283434 -1.065698 -0.1203 1.0657 0.8109
H -0.543661 1.653645 -1.290254 0.9122 0.8077 -0.3277
H 1.392663 1.416321 1.595717 -0.1242 0.1786 -0.5940
H 1.869797 2.849128 1.854583 -0.0854 -0.0717 -0.3328
O 1.529244 2.276834 1.151112 0.2285 -0.1056 0.7781
H -2.430277 -0.584409 -0.655992 0.0047 -0.5055 -0.4527
H -3.357811 -1.421204 0.300350 -0.0087 -0.4674 -0.2968
O -2.977246 -0.565688 0.132359 0.0298 0.8900 0.7204
```
Forces are in eV/Å.

---

C4H3NO3 | ωB97M-V/def2-TZVPD

Calculated values
- frontier orbital gap (eV) = 11.109
- molecular weight (g mol⁻¹) = 113.07
- charge = 0

```
11
Properties=species:S:1:pos:R:3:forces:R:3
C -0.133296 2.512343 -0.849385 1.3291 -0.4331 -1.7131
C -2.025426 3.702504 0.970651 -1.0715 1.4698 1.1932
C -1.469669 0.885610 0.196143 1.6382 -0.1825 -1.8768
C -0.352162 0.142284 0.841829 -2.3416 -2.4084 3.5321
N -0.960631 2.193703 -0.076121 -1.7922 -0.5775 0.9610
O 0.678724 2.734310 -1.638662 0.7610 0.8287 -0.5237
O -2.303501 3.223622 1.961403 0.0251 0.0145 -0.1782
O -2.458993 0.476660 -0.321336 -0.3360 0.1346 0.8427
H -0.919310 -0.526774 1.690923 1.6487 1.4212 -1.8120
H 0.353948 0.820256 1.341811 -0.1153 -0.6016 -0.4370
H 0.041275 -0.598728 0.144259 0.2545 0.3341 0.0117
```
Forces are in eV/Å.

---

Energy in eV, matching the order above: -11359.0979, -11827.4929
Energy relative to the best compared isomer or geometry (same formula, charge and spin) in eV, matching the order above: 0.9355, 2.0405